Entry from the OMol25 dataset: 10 unconnected molecules or ions with the total composition C30H63INO28PS (ωB97M-V/def2-TZVPD).

Summary:
2S+1 = 1
SMILES = N[C@H](I)COC[PH2]=S.COC(=O)OC.COC(=O)OC.COC(=O)OC.COC(=O)OC.COC(=O)OC.COC(=O)OC.COC(=O)OC.COC(=O)OC.COC(=O)OC
calculated total energy = -4379.64654 Ha

Atoms and positions in Å:
N  1.83232  -6.03861  -1.69371
C  2.21550  -4.69186  -1.30642
I  0.66960  -3.26723  -1.71714
C  3.53255  -4.23580  -1.91242
O  3.51610  -3.86292  -3.26619
C  3.51517  -4.92057  -4.20748
P  1.98544  -4.99854  -5.18448
S  2.03773  -6.25652  -6.65547
H  1.85969  -6.65917  -0.89726
H  0.90469  -6.09414  -2.08601
H  2.35348  -4.63624  -0.22898
H  3.86976  -3.35563  -1.37199
H  4.25574  -5.03899  -1.74772
H  3.68909  -5.89355  -3.75148
H  4.29540  -4.72027  -4.94220
H  0.97427  -5.24218  -4.25151
H  1.80767  -3.65873  -5.54413
C  -7.13060  -5.01443  -0.27374
O  -5.84970  -5.40961  -0.78387
C  -4.98881  -4.41189  -0.95061
O  -5.20051  -3.24769  -0.72194
O  -3.84888  -4.91322  -1.42269
C  -2.82470  -3.93925  -1.64695
H  -7.71148  -5.92658  -0.18775
H  -7.02508  -4.55401  0.70590
H  -7.61666  -4.31896  -0.95602
H  -2.56062  -3.44065  -0.71635
H  -3.15223  -3.20173  -2.37945
H  -1.96615  -4.47601  -2.03334
C  -11.50709  -6.38818  2.39398
O  -10.86625  -7.32894  3.26289
C  -9.57263  -7.51364  3.01560
O  -8.93581  -6.96737  2.15094
O  -9.09936  -8.40304  3.88339
C  -7.70637  -8.69839  3.72696
H  -12.54118  -6.35125  2.72073
H  -11.04604  -5.40702  2.48690
H  -11.44906  -6.72234  1.36016
H  -7.10790  -7.80070  3.86731
H  -7.51278  -9.11480  2.74069
H  -7.47819  -9.42852  4.49660
C  3.37732  -0.21690  -1.90121
O  3.64944  0.72105  -0.85491
C  4.77405  0.49043  -0.17965
O  5.53159  -0.42648  -0.36974
O  4.91421  1.44800  0.73070
C  6.09235  1.33947  1.54100
H  2.43880  0.09736  -2.34944
H  4.16790  -0.20051  -2.65016
H  3.27292  -1.21987  -1.49757
H  6.98601  1.39250  0.92236
H  6.08577  0.40391  2.09669
H  6.05655  2.18325  2.22388
C  8.52539  2.46867  5.52340
O  8.22603  3.76690  6.04466
C  7.31573  4.44387  5.34597
O  6.75650  4.04885  4.35457
O  7.12738  5.62234  5.92744
C  6.16466  6.45880  5.27082
H  9.27138  2.05260  6.19288
H  7.63408  1.84414  5.51692
H  8.92524  2.54443  4.51403
H  5.18998  5.97660  5.25167
H  6.48429  6.68105  4.25491
H  6.11215  7.37106  5.85604
C  5.79384  3.32167  -7.27552
O  4.85045  3.15522  -6.20985
C  5.39676  3.11999  -4.99424
O  6.56783  3.21460  -4.74267
O  4.41533  2.95994  -4.10789
C  4.83214  2.88801  -2.73946
H  5.20319  3.33045  -8.18582
H  6.33243  4.26028  -7.16380
H  6.50097  2.49508  -7.29043
H  5.35247  3.79449  -2.43698
H  5.48005  2.02542  -2.59011
H  3.92001  2.77186  -2.16534
C  -2.47628  1.60214  -2.19455
O  -1.25345  1.30929  -2.87807
C  -0.53358  2.37986  -3.21521
O  -0.82158  3.52551  -2.97966
O  0.55676  1.96588  -3.84986
C  1.44310  3.01431  -4.27640
H  -2.93647  0.63929  -1.99627
H  -2.27910  2.12097  -1.25916
H  -3.12700  2.21153  -2.81837
H  1.79234  3.58500  -3.41887
H  0.93969  3.67478  -4.97957
H  2.27230  2.51379  -4.76222
C  -8.89122  -5.00588  -7.29567
O  -8.69556  -4.06944  -6.23065
C  -7.62063  -4.31224  -5.48092
O  -6.84783  -5.22135  -5.63525
O  -7.54944  -3.37896  -4.53504
C  -6.43199  -3.52236  -3.64839
H  -9.79131  -4.67897  -7.80655
H  -8.04323  -4.99250  -7.97724
H  -9.02356  -6.01131  -6.90136
H  -5.49758  -3.45958  -4.20410
H  -6.48636  -4.47941  -3.13221
H  -6.50019  -2.70266  -2.94143
C  4.50532  9.32571  9.42358
O  3.11905  9.45383  9.08794
C  2.83890  9.21496  7.80945
O  3.63705  8.91393  6.95890
O  1.52980  9.36394  7.62946
C  1.08629  9.13332  6.28685
H  4.56758  9.54874  10.48373
H  4.85364  8.31328  9.22941
H  5.10337  10.03292  8.85263
H  1.31208  8.11429  5.97982
H  1.56057  9.83376  5.60274
H  0.01308  9.29217  6.30580
C  -1.87048  2.99414  5.06863
O  -1.83759  3.97213  4.02402
C  -1.22772  3.56306  2.91128
O  -0.72909  2.48079  2.74252
O  -1.26641  4.55268  2.02368
C  -0.63239  4.24972  0.77483
H  -2.39107  3.46962  5.89386
H  -2.40825  2.10574  4.74396
H  -0.86088  2.71845  5.36643
H  -1.11264  3.39858  0.29858
H  0.42365  4.03423  0.92444
H  -0.75298  5.13293  0.15655

Cartesian forces, eV/Å:
N 0.017 0.026 -0.087
C 0.139 -0.317 0.118
I 0.125 0.238 0.011
C -0.014 0.192 -0.042
O -0.177 -0.046 -0.086
C 0.220 0.225 0.089
P -0.041 -0.411 -0.387
S 0.045 -0.030 -0.026
H -0.030 -0.048 0.032
H -0.014 0.006 -0.056
H -0.049 0.062 0.127
H 0.102 0.102 0.075
H 0.063 -0.113 0.032
H 0.003 -0.094 0.012
H 0.140 -0.096 -0.051
H -0.097 0.226 0.109
H -0.153 0.173 0.153
C -0.121 -0.071 0.067
O -0.015 -0.022 0.002
C 0.036 -0.002 0.050
O 0.004 0.026 0.021
O 0.026 -0.017 -0.017
C -0.068 0.005 -0.079
H 0.037 -0.024 0.014
H 0.017 0.034 -0.010
H 0.036 0.033 0.007
H -0.019 0.022 0.005
H -0.026 0.035 0.042
H -0.144 -0.129 0.031
C -0.054 0.000 0.019
O -0.017 0.000 0.008
C 0.014 -0.001 -0.009
O 0.025 0.046 -0.060
O 0.002 -0.011 0.014
C 0.009 -0.040 0.042
H -0.002 -0.003 0.004
H 0.022 -0.001 -0.014
H 0.024 0.005 -0.009
H -0.002 0.014 -0.022
H 0.000 0.021 -0.017
H -0.004 -0.002 0.004
C -0.106 0.028 -0.145
O -0.087 -0.026 0.047
C -0.028 -0.041 0.001
O 0.018 -0.033 0.006
O 0.023 0.044 0.001
C 0.008 0.109 0.103
H -0.018 0.032 0.041
H 0.051 -0.041 0.041
H 0.031 -0.010 0.005
H -0.003 -0.042 -0.024
H 0.007 -0.030 -0.035
H -0.002 0.003 0.002
C 0.038 -0.019 0.037
O 0.014 0.001 0.009
C -0.031 -0.002 0.000
O -0.002 -0.068 -0.073
O 0.011 0.025 0.015
C -0.059 0.129 0.033
H 0.002 0.002 0.004
H -0.014 0.007 -0.021
H -0.020 0.004 -0.016
H 0.007 -0.031 -0.026
H -0.003 -0.042 -0.018
H 0.012 -0.018 0.034
C -0.036 0.000 -0.045
O 0.002 0.001 -0.008
C 0.027 -0.001 0.024
O 0.042 0.004 0.008
O 0.154 0.060 -0.010
C -0.017 0.009 0.053
H -0.006 -0.001 -0.001
H 0.019 -0.005 0.017
H 0.018 0.006 0.019
H 0.048 0.010 -0.092
H 0.046 0.028 0.007
H 0.005 -0.009 0.017
C -0.037 -0.048 0.001
O 0.002 -0.025 -0.005
C 0.010 0.034 0.031
O -0.042 0.000 0.055
O 0.043 -0.032 -0.018
C -0.075 -0.139 -0.135
H -0.003 -0.006 -0.001
H 0.007 0.022 -0.003
H 0.011 0.026 0.002
H -0.006 0.020 -0.007
H -0.058 0.036 0.054
H -0.081 0.031 0.059
C -0.051 0.024 -0.025
O -0.013 0.002 -0.005
C 0.003 -0.008 -0.014
O 0.019 -0.020 -0.001
O 0.002 0.045 0.024
C -0.031 0.068 -0.038
H -0.003 0.005 0.002
H 0.020 -0.015 0.012
H 0.025 -0.009 0.006
H 0.009 -0.055 -0.007
H 0.039 -0.015 -0.051
H -0.052 -0.008 -0.002
C -0.002 0.012 0.056
O 0.000 0.004 0.020
C 0.006 -0.008 -0.011
O 0.052 -0.033 -0.045
O -0.015 0.004 0.004
C -0.058 0.009 0.002
H -0.004 0.001 0.004
H 0.004 -0.002 -0.026
H 0.003 -0.010 -0.024
H 0.024 -0.001 -0.006
H 0.025 -0.009 -0.004
H -0.003 0.000 0.005
C -0.030 0.033 0.041
O -0.004 0.011 0.016
C 0.002 -0.016 -0.002
O 0.002 -0.025 -0.007
O 0.007 0.028 -0.005
C 0.025 0.055 -0.098
H -0.003 0.005 0.000
H 0.017 -0.015 -0.015
H 0.009 -0.018 -0.019
H 0.015 -0.031 0.020
H -0.001 -0.038 0.017
H -0.022 0.016 0.021

These are the Löwdin partial charges, in e, on atoms 1 to 2: -0.01 -0.76